No. 1
# C35H27CaN5O3S

A structure of composition C35H27CaN5O3S (ωB97M-V/def2-TZVPD, the OMol25 dataset).

**Energy relative to the best compared isomer or geometry (same formula, charge and spin)**: 3.6498 eV
**E_LUMO**: 3.92 eV
**Orbital gap**: 4.515 eV
**Net charge**: -2

Each line ends with the Mulliken charge.
Positions of all 72 atoms, in Å:
Ca  -0.0549  -0.2834  -0.5285  1.2483
O  4.8079  -1.6891  -5.9881  -0.7368
C  4.4951  -2.5363  -5.1321  0.5299
O  4.9217  -3.6981  -4.9571  -0.7525
C  3.4434  -2.0700  -4.0911  -0.2932
C  2.8626  -0.8161  -4.1420  -0.9672
C  1.8860  -0.4712  -3.2017  0.7384
N  1.5308  -1.3056  -2.2303  -0.3271
C  2.1003  -2.5118  -2.1584  0.8023
C  3.0487  -2.9345  -3.0711  -0.7830
C  1.6332  -3.3498  -1.0233  0.6805
C  2.4827  -4.4723  -0.5657  -0.8538
C  2.1373  -5.2545  0.4499  -0.8974
C  0.8607  -5.0549  1.1997  0.0091
C  0.1773  -3.7241  0.7646  -0.3183
N  0.5315  -3.0395  -0.4524  -0.4379
C  1.1552  0.8335  -3.2084  0.7819
C  1.7811  1.9910  -3.6113  -1.1834
C  1.0266  3.1916  -3.4440  -0.3166
C  -0.2290  3.1946  -2.9548  -0.9004
C  -0.9195  1.9110  -2.5957  0.2091
N  -0.0943  0.7382  -2.7515  -1.0892
H  3.1530  -0.1335  -4.9278  0.6069
H  3.5004  -3.9169  -3.0552  0.4984
H  3.4169  -4.6358  -1.0844  0.2818
H  2.7890  -6.0684  0.7549  0.3984
H  0.2465  -5.9606  1.1518  0.4987
H  -0.9085  -3.7914  0.8490  0.5047
H  2.8099  1.9986  -3.9380  0.3648
H  1.4745  4.1419  -3.7222  0.3806
H  -0.7773  4.1261  -2.8847  0.4966
H  -1.8333  1.8021  -3.2158  0.1159
O  -1.7432  -0.2989  3.6906  -0.3288
C  -1.7095  -1.5282  4.3261  -0.6329
C  -0.8252  -2.5503  3.6628  0.8408
C  -0.7718  -3.9352  4.1887  -0.7570
C  0.0508  -4.8425  3.6682  -0.8534
C  1.0542  -4.4589  2.6218  0.1270
C  0.7451  -3.0528  2.0279  -0.6445
N  -0.1689  -2.1614  2.6602  -0.0514
H  -0.9567  -0.1375  3.0966  0.2025
H  -2.7348  -1.9271  4.3827  0.2985
H  -1.3639  -1.4408  5.3737  0.2261
H  -1.4628  -4.2063  4.9809  0.3523
H  0.0425  -5.8662  4.0332  0.3752
H  2.0644  -4.5855  3.0244  0.4917
H  1.6507  -2.4959  1.7803  0.3795
N  -1.5769  1.7278  -1.2334  -0.4450
C  -1.7136  2.6252  -0.3534  0.0927
C  -1.1177  3.9962  -0.3128  -0.6914
C  -1.9136  5.1078  -0.5607  0.2737
C  -1.3673  6.3828  -0.5069  -0.7426
C  -0.0282  6.5461  -0.1758  -0.3492
C  0.7542  5.4323  0.1059  -0.9958
C  0.2187  4.1545  0.0366  0.6633
C  -2.5918  2.3015  0.8237  0.5530
C  -2.3262  2.8133  2.0909  -0.0404
C  -3.1757  2.5412  3.1496  -0.7530
C  -4.3100  1.7650  2.9584  -0.3764
C  -4.5789  1.2459  1.7010  -0.5482
C  -3.7229  1.5117  0.6422  -0.5235
H  -2.9610  4.9728  -0.8077  0.3920
H  -1.9865  7.2474  -0.7168  0.3673
H  0.4015  7.5403  -0.1299  0.3429
H  1.7957  5.5557  0.3776  0.4121
H  0.7938  3.2622  0.2796  0.3004
H  -1.4215  3.3845  2.2513  0.4304
H  -2.9317  2.9084  4.1387  0.3445
H  -4.9680  1.5458  3.7912  0.3758
H  -5.4572  0.6296  1.5441  0.3568
H  -3.9191  1.1174  -0.3474  0.3879
S  0.7776  0.9612  1.5017  -1.1426

Forces on the atoms, in the same order (eV/Å):
0.078 -0.042 -0.264
-0.066 -0.056 -0.055
0.191 0.104 0.166
-0.069 -0.022 -0.068
-0.057 0.014 -0.073
-0.042 -0.105 0.021
0.055 0.090 -0.044
-0.044 0.028 0.115
0.109 0.004 -0.097
-0.010 -0.061 0.032
-0.121 -0.003 0.078
0.155 0.016 -0.105
-0.075 -0.069 0.111
0.016 0.025 -0.133
0.013 -0.137 0.063
-0.059 0.132 0.043
-0.028 0.133 -0.069
0.063 -0.053 -0.003
-0.069 0.042 -0.017
0.037 0.011 -0.015
-0.201 -0.108 0.069
-0.009 -0.196 0.274
-0.005 -0.003 -0.008
-0.001 0.012 0.001
-0.009 0.021 0.003
-0.006 -0.006 -0.012
-0.026 0.023 0.026
-0.009 0.015 -0.065
-0.008 -0.001 -0.010
0.013 -0.004 0.004
-0.001 -0.032 0.008
0.030 -0.008 -0.034
0.107 0.123 -0.149
-0.048 -0.020 0.009
0.012 0.054 -0.041
-0.122 -0.072 0.078
0.073 0.005 -0.037
-0.068 0.087 0.061
0.086 -0.084 -0.063
0.084 0.043 0.025
-0.101 -0.096 0.157
0.020 -0.009 0.010
0.019 -0.003 -0.010
0.006 0.008 -0.004
0.022 0.004 0.006
0.007 -0.005 -0.025
-0.023 0.058 0.026
0.086 0.232 -0.650
-0.091 -0.215 0.568
-0.041 0.078 -0.115
0.007 0.061 0.040
-0.012 -0.003 -0.003
0.011 -0.045 0.001
-0.012 0.039 -0.005
0.006 -0.006 0.011
-0.063 0.049 -0.002
0.073 0.051 0.019
0.011 0.008 0.011
0.006 -0.034 -0.047
-0.061 -0.022 0.054
0.067 0.059 -0.121
-0.005 0.000 0.000
-0.004 0.002 -0.006
0.002 0.004 0.002
0.002 -0.005 -0.001
0.050 -0.010 0.015
0.010 -0.019 -0.011
0.005 0.005 -0.009
0.005 -0.003 0.000
0.003 0.001 -0.009
-0.008 -0.016 0.002
0.035 -0.066 0.271


No. 2
# C22H28N8O3RuS4Si

A structure of composition C22H28N8O3RuS4Si (ωB97M-V/def2-TZVPD, the OMol25 dataset).

**Energy relative to the best compared isomer or geometry (same formula, charge and spin)**: 1.5779 eV
**E_LUMO (spin up / spin down)**: 2.25 / 2.28 eV
**Orbital gap (spin up / spin down)**: 6.704 / 6.912 eV
**Net charge**: -1
**2S+1**: 2

Each line ends with the Mulliken charge.
Positions of all 67 atoms, in Å:
Ru  0.7694  -0.6698  0.0292  -0.3455
N  3.4211  -0.9854  3.7922  -0.4989
C  2.7540  -0.6235  2.6470  0.4539
S  1.0277  -0.6214  2.6908  -0.3342
N  3.4862  -0.3260  1.6173  -1.3911
N  2.8223  -0.0544  0.4966  1.3360
C  3.5279  0.4169  -0.4791  -1.0637
C  2.8501  1.0316  -1.5703  0.6709
C  3.5151  1.7665  -2.5581  -0.8914
C  2.7766  2.4978  -3.4613  -0.4629
C  1.3899  2.4545  -3.3912  -1.1719
C  0.8014  1.6528  -2.4240  -0.5524
N  1.5049  0.9606  -1.5424  1.0085
H  2.8617  -0.9164  4.6260  0.2397
H  4.3553  -0.6108  3.8658  0.2643
H  4.6065  0.4564  -0.3678  0.3137
H  4.5982  1.7624  -2.5652  0.4358
H  3.2627  3.1038  -4.2160  0.3908
H  0.7726  3.0096  -4.0821  0.4504
H  -0.2763  1.5830  -2.3586  0.7492
N  -5.5259  4.1427  4.0655  -0.5844
C  -4.5617  3.7133  3.1522  1.1600
C  -3.2932  3.3310  3.5851  -0.7482
C  -2.3185  2.9695  2.6683  -0.5038
C  -2.6083  2.9773  1.3179  -0.6677
C  -3.8628  3.3594  0.8722  -0.2417
C  -4.8361  3.7243  1.7806  -0.7713
S  -1.3590  2.4875  0.1369  1.6594
O  -1.9321  2.5947  -1.1832  -0.7621
O  -0.2109  3.3098  0.4136  -0.8403
N  -0.9008  0.9398  0.4661  -0.0728
C  -1.8505  -0.0130  0.4707  0.3780
N  -1.3655  -1.2898  0.5410  0.4051
C  -2.2213  -2.2974  0.5458  0.0386
C  -3.5871  -2.1048  0.4960  -0.9992
C  -4.0046  -0.7834  0.4225  -0.4084
N  -3.1743  0.2379  0.4049  -0.4252
H  -5.3945  3.8295  5.0121  0.2152
H  -6.4786  4.0739  3.7514  0.2189
H  -3.0790  3.3182  4.6480  0.2597
H  -1.3341  2.6596  2.9987  0.4682
H  -4.0615  3.3290  -0.1907  0.5026
H  -5.8244  4.0114  1.4381  0.2504
H  -1.7882  -3.2907  0.5930  0.2316
H  -4.2803  -2.9318  0.5018  0.3973
H  -5.0596  -0.5245  0.3674  0.4069
C  2.3812  -1.0265  -4.8949  -1.0004
O  1.6598  -1.2065  -3.6813  -0.0481
C  0.3195  -1.0733  -3.6951  0.0935
S  -0.5371  -0.6918  -5.0637  -0.3307
S  -0.4488  -1.4535  -2.2234  -0.1560
H  3.4127  -1.2919  -4.6696  0.2015
H  2.3230  0.0089  -5.2286  0.3629
H  1.9758  -1.6620  -5.6813  0.3712
C  1.1498  -4.1059  -1.1795  -1.4030
Si  1.5250  -2.9425  0.2952  1.5229
C  0.7025  -3.8788  1.7674  -1.5008
C  3.4084  -3.2255  0.5686  -1.3713
H  1.4867  -5.1188  -0.9352  0.3831
H  1.6571  -3.7741  -2.0870  0.2477
H  0.0800  -4.1350  -1.3908  0.3144
H  1.4520  -4.1854  2.4995  0.4012
H  0.1879  -4.7733  1.4044  0.3951
H  -0.0218  -3.2525  2.2889  0.3409
H  3.6921  -2.9893  1.5956  0.3324
H  4.0229  -2.6103  -0.0925  0.2330
H  3.6564  -4.2734  0.3779  0.4425

Forces on the atoms, in the same order (eV/Å):
-0.653 -1.116 2.852
0.002 0.226 0.031
-0.741 -0.099 0.034
0.107 0.063 -1.504
0.983 -0.284 0.606
-0.666 -0.208 -1.977
0.307 -0.294 1.181
-0.772 0.467 -1.235
0.207 -0.348 0.550
-0.360 0.101 -0.219
0.309 -0.061 -0.017
-0.193 0.121 -0.183
0.393 0.003 0.175
0.052 -0.040 0.045
0.020 -0.074 -0.027
0.018 0.228 0.018
-0.003 0.086 -0.042
0.052 -0.040 0.000
-0.040 0.003 0.033
0.028 -0.114 0.023
0.041 0.114 0.015
0.040 0.040 -0.191
-0.006 0.005 0.011
0.061 -0.083 0.132
0.140 -0.208 -0.324
0.046 -0.167 -0.103
-0.030 0.048 0.176
0.403 -0.370 0.142
-0.310 0.023 0.093
0.174 -0.046 0.110
-1.032 0.535 -0.132
-0.555 -0.057 0.007
0.995 1.158 -0.651
0.182 -0.308 -0.030
0.018 -0.063 0.121
0.113 0.148 -0.032
0.025 0.287 0.088
-0.044 -0.068 0.010
-0.034 -0.059 0.024
0.050 0.002 -0.011
-0.009 0.015 0.021
-0.036 0.010 0.008
0.020 0.030 -0.014
0.025 0.016 -0.080
0.025 -0.013 0.007
0.009 -0.086 -0.015
-0.069 0.074 -0.042
0.021 0.084 0.146
0.077 -0.442 -0.216
0.089 0.095 -0.148
0.502 0.546 0.836
-0.036 -0.009 0.071
-0.028 0.056 -0.007
0.021 -0.034 0.014
0.048 0.220 0.272
0.407 -0.532 -0.408
-0.137 0.323 -0.230
-0.277 0.236 0.034
0.036 -0.010 0.048
-0.037 0.030 -0.027
0.012 -0.033 -0.052
0.039 0.018 -0.007
0.049 -0.042 -0.014
0.003 -0.049 0.047
0.044 -0.013 -0.015
-0.023 -0.001 -0.020
-0.104 -0.042 -0.004